[1]
{"formula": "C5H8O", "method": "wB97M-V/def2-TZVPD", "species": ["C", "C", "C", "C", "C", "O", "H", "H", "H", "H", "H", "H", "H", "H"], "positions_angstrom": [[0.672, -1.865, 0.203], [0.211, -0.395, 0.090], [0.329, 0.999, 0.801], [-0.750, 1.542, -0.195], [-0.885, 0.130, -0.739], [0.394, -0.060, -1.315], [-0.122, -2.617, 0.312], [1.438, -2.085, 0.953], [1.114, -2.049, -0.774], [-0.035, 1.149, 1.826], [1.326, 1.444, 0.741], [-1.621, 2.042, 0.239], [-0.327, 2.157, -0.989], [-1.741, -0.392, -1.154]], "lowdin_charge": [0.00, -0.35, -0.07, -0.11, -0.24, -0.04, 0.08, 0.07, 0.08, 0.11, 0.10, 0.11, 0.11, 0.15], "charge": 0, "smiles": "C[C@]12CC[C@H]1O2"}

---

[2]
{"formula": "C4H6N2O2", "method": "wB97M-V/def2-TZVPD", "species": ["C", "C", "C", "C", "N", "N", "O", "O", "H", "H", "H", "H", "H", "H"], "positions_angstrom": [[1.346, 1.659, -0.846], [3.852, -0.922, 0.363], [0.695, 0.364, 1.208], [1.063, 0.388, -0.291], [1.723, 2.654, -1.302], [-0.169, -0.165, -1.019], [3.763, -1.406, -0.678], [4.013, -0.440, 1.411], [0.373, -0.639, 1.412], [-0.001, 1.182, 1.620], [1.626, 0.498, 1.773], [-1.016, 0.284, -0.510], [-0.036, -1.116, -0.790], [-0.342, 0.003, -2.120]], "lowdin_charge": [-0.33, -0.44, -0.12, -0.39, 0.10, 0.10, 0.20, 0.18, 0.05, 0.10, 0.06, 0.17, 0.10, 0.22], "charge": 0}

---

[3]
{"formula": "C27H66LiN3O19P", "method": "wB97M-V/def2-TZVPD", "species": ["C", "N", "C", "C", "C", "C", "O", "H", "H", "H", "H", "H", "H", "H", "H", "H", "H", "H", "H", "H", "H", "C", "N", "C", "C", "C", "C", "O", "H", "H", "H", "H", "H", "H", "H", "H", "H", "H", "H", "H", "H", "H", "C", "N", "C", "C", "C", "C", "O", "H", "H", "H", "H", "H", "H", "H", "H", "H", "H", "H", "H", "H", "H", "Li", "P", "O", "O", "O", "O", "C", "O", "C", "O", "O", "C", "H", "H", "H", "H", "H", "H", "C", "O", "C", "O", "O", "C", "H", "H", "H", "H", "H", "H", "C", "O", "C", "O", "O", "C", "H", "H", "H", "H", "H", "H", "C", "O", "C", "O", "O", "C", "H", "H", "H", "H", "H", "H"], "positions_angstrom": [[1.493, -0.899, -4.437], [0.743, 0.150, -5.285], [1.671, 0.483, -6.425], [-0.542, -0.182, -5.772], [0.617, 1.554, -4.472], [-0.168, 1.385, -3.224], [-0.267, 2.638, -2.615], [0.993, -1.529, -3.702], [2.481, -0.617, -3.999], [1.834, -1.700, -5.118], [1.138, 1.257, -6.953], [1.615, -0.284, -6.948], [2.647, 0.652, -6.177], [-1.200, 0.497, -6.436], [-1.065, -0.821, -5.058], [-0.335, -0.849, -6.585], [0.232, 2.382, -5.208], [1.678, 1.762, -4.571], [0.491, 0.683, -2.543], [-1.129, 1.070, -3.343], [-0.449, 2.437, -1.724], [2.988, -2.885, 3.635], [2.730, -2.108, 2.297], [1.431, -2.409, 1.656], [2.682, -0.756, 2.629], [3.836, -2.566, 1.353], [3.865, -1.754, 0.028], [4.845, -2.254, -0.821], [2.569, -4.189, 3.506], [2.240, -2.759, 4.299], [4.164, -2.762, 4.051], [1.434, -3.286, 1.587], [1.260, -1.983, 0.715], [0.480, -2.047, 2.205], [3.539, -0.465, 3.127], [1.883, -0.317, 3.324], [2.722, -0.070, 1.518], [3.780, -3.626, 1.164], [4.736, -2.178, 1.771], [4.212, -0.770, 0.040], [2.980, -1.782, -0.406], [4.921, -1.580, -1.365], [3.478, 1.750, -1.737], [3.621, 3.083, -0.980], [4.816, 3.734, -1.271], [2.412, 3.895, -1.534], [3.372, 2.675, 0.464], [2.697, 3.712, 1.403], [2.217, 3.041, 2.645], [2.553, 1.113, -1.689], [4.216, 1.233, -1.289], [3.740, 1.919, -2.816], [4.808, 4.773, -0.580], [4.722, 4.093, -2.434], [5.635, 3.055, -0.875], [2.276, 3.775, -2.603], [2.477, 4.977, -1.181], [1.464, 3.552, -0.950], [4.306, 2.413, 1.003], [2.605, 1.792, 0.461], [1.846, 4.269, 1.059], [3.230, 4.591, 1.503], [1.336, 2.260, 2.506], [-0.652, 0.522, 3.027], [0.017, 1.065, 0.635], [-1.118, 0.216, 1.200], [0.587, 1.505, 2.021], [-0.413, 2.155, -0.216], [0.927, 0.276, -0.036], [-7.884, 0.033, -1.738], [-6.567, 0.436, -2.218], [-5.496, 0.301, -1.370], [-5.632, 0.063, -0.222], [-4.274, 0.451, -2.047], [-3.138, 0.588, -1.139], [-7.918, 0.618, -0.530], [-8.232, -0.949, -1.412], [-8.444, 0.395, -2.435], [-2.077, 0.914, -1.545], [-2.784, -0.354, -0.627], [-3.562, 1.216, -0.443], [-3.305, -5.938, -3.415], [-2.594, -4.735, -3.269], [-1.757, -4.296, -2.388], [-1.109, -5.157, -1.692], [-1.594, -3.023, -2.488], [-0.654, -2.428, -1.571], [-4.320, -5.803, -3.986], [-3.703, -6.253, -2.477], [-2.700, -6.720, -3.974], [0.351, -2.580, -1.791], [-0.766, -2.703, -0.438], [-0.861, -1.454, -1.483], [-3.613, 1.033, 6.557], [-3.501, 2.244, 5.714], [-2.533, 2.344, 4.854], [-1.717, 1.503, 4.645], [-2.558, 3.396, 4.121], [-1.785, 3.561, 2.961], [-3.901, 0.360, 6.087], [-4.029, 1.017, 7.508], [-2.428, 0.799, 6.953], [-1.745, 4.468, 2.324], [-1.710, 2.770, 2.271], [-0.640, 3.600, 3.206], [-0.641, -2.064, 6.493], [-1.929, -2.182, 5.749], [-2.046, -1.748, 4.505], [-1.016, -1.362, 3.868], [-3.347, -1.682, 3.945], [-3.437, -1.051, 2.754], [0.019, -2.287, 5.687], [-0.443, -2.410, 7.462], [-0.092, -1.137, 6.644], [-3.018, -1.590, 1.881], [-3.198, -0.098, 2.669], [-4.602, -1.021, 2.393]], "lowdin_charge": [0.03, -0.32, 0.03, -0.04, -0.06, -0.27, -0.06, 0.08, 0.12, 0.11, 0.13, 0.02, 0.09, 0.17, 0.12, 0.09, 0.18, 0.10, 0.14, 0.08, -0.05, 0.03, -0.34, 0.02, -0.07, -0.03, -0.22, 0.03, 0.21, 0.00, 0.18, -0.01, 0.07, 0.15, 0.07, 0.15, 0.18, 0.15, 0.13, 0.10, 0.06, 0.00, -0.01, -0.39, -0.07, 0.01, -0.10, -0.25, -0.23, 0.10, 0.03, 0.11, 0.18, 0.16, 0.12, 0.08, 0.13, 0.12, 0.14, 0.12, 0.09, 0.07, -0.03, 0.59, -0.24, -0.41, -0.36, -0.28, -0.29, -0.02, -0.03, -0.55, 0.13, -0.03, -0.03, 0.19, 0.08, 0.01, 0.10, 0.08, 0.06, -0.05, 0.00, -0.61, 0.04, 0.05, -0.02, 0.13, 0.08, 0.12, 0.06, 0.15, 0.02, 0.07, 0.07, -0.67, 0.08, 0.07, -0.04, -0.05, 0.08, 0.18, 0.11, 0.04, 0.13, 0.02, 0.03, -0.43, -0.02, 0.01, -0.12, 0.06, 0.08, 0.10, 0.10, 0.02, 0.16], "charge": 1}

---

The evaluated ΔE to the lowest compared entry with this formula, charge and spin for the records listed, in turn: 59.4; 66.5; 192.6 kcal/mol.
The evaluated molecular weight for the records listed, in turn: 84.12; 114.10; 774.74 g/mol.
The evaluated E_HOMO for the records listed, in turn: -9.6; -7.6; -9.0 eV.